(1)
The following is a quantum chemistry calculation of a structure of composition C4H16F2N2NiO10 at a distorted geometry, from OMol25.

XYZ file:
```
35
Properties=species:S:1:pos:R:3:mulliken_charge:R:1
Ni -0.50 -0.16 1.29 0.42
N -2.95 0.54 1.15 0.96
O -3.89 1.03 1.72 -0.85
O -1.80 0.63 1.57 -0.43
O -3.10 -0.23 0.25 -0.57
N 1.76 -1.55 1.30 0.89
O 0.81 -0.79 1.08 -0.58
O 2.20 -1.74 2.41 -0.84
O 2.24 -2.16 0.37 -0.66
F -1.24 -1.62 1.37 -0.69
F -0.66 -0.12 -0.27 -0.14
C -1.74 2.85 -0.30 -0.73
O -1.65 1.82 -1.27 -0.69
H -0.76 3.27 -0.07 0.15
H -2.26 3.69 -0.77 0.33
H -2.25 2.60 0.63 0.22
H -0.99 1.22 -0.92 0.14
C 1.10 1.79 0.66 -0.89
O 0.06 1.25 1.49 0.27
H 0.69 2.70 0.22 0.15
H 2.06 2.06 1.09 0.32
H 1.26 1.04 -0.12 0.39
H -0.12 1.89 2.18 0.10
C 1.68 -0.41 -1.77 -0.94
O 0.70 0.57 -1.75 -0.76
H 2.52 -0.01 -2.33 0.28
H 1.94 -0.72 -0.76 0.33
H 1.23 -1.26 -2.29 0.36
H 0.04 0.27 -1.13 1.34
C 0.69 -3.34 -1.06 -0.85
O -0.11 -2.36 -0.49 -0.33
H 0.15 -3.94 -1.79 0.18
H 1.55 -2.87 -1.54 0.30
H 0.99 -4.07 -0.31 0.25
H 0.39 -1.86 0.15 0.56
```

Values from the calculation:
- E_HOMO (spin up / spin down): 1.77 / -1.70 eV
- Spin multiplicity: 3
- Kohn-Sham gap (spin up / spin down): 3.952 / 7.419 eV
- Expectation value of S²: 2.01
- Charge: -2
- Energy above the lowest of the compared OMol25 structures with the same formula, charge and spin: 18.1229 eV



(2)
The following is a quantum chemistry calculation of the molecule C17H25NO4S, from OMol25.

XYZ file:
```
48
Properties=species:S:1:pos:R:3:mulliken_charge:R:1
C -3.41 -2.51 -1.14 -1.28
C -3.67 -1.17 -0.47 -0.27
O -2.50 -0.66 0.16 -0.11
C -1.64 -0.01 -0.63 -0.28
O -1.77 0.10 -1.82 -0.62
C -0.45 0.56 0.15 2.08
C -0.78 2.03 0.47 -1.42
C -2.13 2.25 1.14 -0.78
O -3.15 2.10 0.18 -0.28
C -4.43 2.24 0.72 -0.83
C 0.79 0.52 -0.76 -0.97
C 1.26 -0.91 -1.00 -1.00
N 1.52 -1.58 0.25 0.16
C 2.72 -1.94 0.76 0.93
O 2.83 -2.43 1.87 -0.68
C 3.95 -1.70 -0.12 -1.05
C 4.20 -0.23 -0.27 0.40
C 4.56 0.40 -1.49 -0.87
C 4.72 1.74 -1.37 -0.30
S 4.45 2.27 0.25 -0.20
C 4.11 0.66 0.75 -0.16
C 0.34 -1.65 1.09 -1.23
C -0.15 -0.24 1.42 -0.94
H -2.70 -2.38 -1.96 0.30
H -4.34 -2.90 -1.55 0.43
H -3.01 -3.23 -0.43 0.30
H -4.40 -1.28 0.34 0.35
H -4.03 -0.44 -1.20 0.32
H 0.01 2.43 1.10 0.51
H -0.79 2.59 -0.47 0.43
H -2.16 3.27 1.56 0.56
H -2.28 1.54 1.97 0.33
H -4.57 3.24 1.17 0.34
H -4.63 1.48 1.49 0.32
H -5.13 2.12 -0.10 0.24
H 0.54 0.98 -1.72 0.45
H 1.59 1.10 -0.29 0.17
H 2.15 -0.90 -1.63 0.45
H 0.47 -1.46 -1.53 0.41
H 4.79 -2.17 0.40 0.34
H 3.83 -2.18 -1.09 0.39
H 4.70 -0.13 -2.42 0.38
H 4.99 2.45 -2.12 0.46
H 3.86 0.46 1.77 0.47
H 0.62 -2.18 2.00 0.45
H -0.44 -2.21 0.57 0.38
H -1.04 -0.32 2.04 0.48
H 0.62 0.28 1.99 0.43
```

Values from the calculation:
- E_HOMO: -8.86 eV
- Kohn-Sham gap: 9.531 eV
- Energy above the lowest of the compared OMol25 structures with the same formula, charge and spin: 0.9100 eV



(3)
The following is a quantum chemistry calculation of a structure of composition C26H25N7O2S2Tl, from OMol25.

XYZ file:
```
63
Properties=species:S:1:pos:R:3:mulliken_charge:R:1
Tl 1.25 0.17 -0.92 0.75
C -0.44 2.50 1.39 -1.03
O -0.35 1.08 1.32 0.01
C -0.20 0.40 2.49 0.58
C -0.23 1.02 3.74 -0.91
C -0.08 0.27 4.89 -0.60
C 0.11 -1.10 4.82 -0.97
C 0.14 -1.72 3.57 -0.15
C -0.01 -0.99 2.40 0.27
N 0.07 -1.57 1.10 0.69
N -0.05 -2.82 1.14 -0.63
C 0.01 -3.57 -0.02 -0.13
C -0.19 -3.07 -1.33 0.57
O -0.45 -1.86 -1.62 -0.81
C -0.13 -4.04 -2.41 -0.83
C 0.07 -5.36 -2.20 -0.93
C 0.22 -5.88 -0.88 0.91
C 0.40 -7.26 -0.66 -0.83
C 0.53 -7.77 0.60 -0.49
C 0.48 -6.89 1.69 -0.72
C 0.32 -5.54 1.51 -0.21
C 0.18 -4.99 0.21 0.52
H -1.35 2.79 1.92 0.35
H -0.48 2.84 0.37 0.12
H 0.44 2.92 1.87 0.45
H -0.35 2.09 3.80 0.38
H -0.09 0.77 5.85 0.37
H 0.24 -1.69 5.71 0.37
H 0.30 -2.78 3.49 0.38
H -0.26 -3.64 -3.41 0.44
H 0.11 -6.05 -3.04 0.32
H 0.43 -7.92 -1.53 0.34
H 0.66 -8.83 0.76 0.37
H 0.58 -7.27 2.70 0.38
H 0.29 -4.87 2.35 0.37
C -2.33 5.61 -2.12 -1.13
C -2.93 4.49 -2.97 -0.28
C -2.61 3.14 -2.41 0.35
N -1.42 2.76 -2.10 -0.76
N -1.36 1.48 -1.60 0.26
C -2.53 0.91 -1.54 0.16
N -2.72 -0.33 -1.02 -0.35
S -3.82 1.93 -2.10 -0.29
H -2.48 6.58 -2.59 0.35
H -1.26 5.45 -1.98 0.32
H -2.80 5.64 -1.13 0.30
H -2.54 4.55 -3.99 0.24
H -4.01 4.60 -3.04 0.30
H -1.89 -0.94 -1.04 0.31
H -3.59 -0.78 -1.25 0.26
C 4.98 0.87 -3.47 -1.20
C 4.84 1.83 -2.32 0.79
C 5.45 3.08 -2.33 -0.64
C 5.20 3.88 -1.23 -0.11
N 4.44 3.52 -0.21 -0.56
C 3.90 2.28 -0.26 0.19
S 2.90 1.75 1.03 -0.45
N 4.09 1.43 -1.30 -0.40
H 5.92 1.01 -4.00 0.37
H 4.16 1.02 -4.18 0.24
H 4.91 -0.15 -3.10 0.30
H 6.08 3.40 -3.15 0.34
H 5.64 4.88 -1.17 0.39
```

Values from the calculation:
- E_HOMO: -4.14 eV
- Kohn-Sham gap: 6.317 eV
- Charge: -1
- Energy above the lowest of the compared OMol25 structures with the same formula, charge and spin: 0.0000 eV



(4)
The following is a quantum chemistry calculation of a structure of composition C23H21F5N3O6PS3Ti at a distorted geometry, from OMol25.

XYZ file:
```
63
Properties=species:S:1:pos:R:3:mulliken_charge:R:1
Ti 0.32 -1.66 -0.45 0.27
O 0.92 1.96 -2.10 -0.76
C 0.89 0.78 -1.81 0.56
O 0.79 0.24 -0.64 -0.44
C 1.00 -0.31 -2.87 0.25
C 1.44 -0.17 -4.17 -1.02
C 1.76 -1.32 -4.89 -0.32
C 1.74 -2.55 -4.25 -0.91
C 1.28 -2.61 -2.95 0.51
N 0.80 -1.52 -2.35 0.89
C 1.40 -3.77 -1.97 0.48
O 1.84 -4.85 -2.29 -0.72
O 1.02 -3.38 -0.78 -0.51
H 1.58 0.83 -4.58 0.55
H 2.10 -1.24 -5.91 0.42
H 2.12 -3.45 -4.72 0.54
C 4.85 -3.70 2.38 -1.18
C 3.43 -3.29 2.66 -0.24
O 3.35 -1.85 2.70 -0.42
P 2.46 -1.11 1.56 1.50
S 0.54 -1.61 2.01 -0.79
S 3.25 -1.41 -0.20 -0.58
O 2.72 0.41 1.97 -0.34
C 2.39 0.89 3.28 -0.30
C 3.65 1.38 3.96 -1.23
H 4.93 -4.79 2.40 0.40
H 5.53 -3.29 3.13 0.30
H 5.16 -3.34 1.40 0.21
H 3.08 -3.65 3.63 0.34
H 2.75 -3.68 1.90 0.20
H 1.91 0.10 3.86 0.37
H 1.67 1.69 3.14 0.36
H 4.37 0.57 4.02 0.26
H 3.42 1.73 4.97 0.38
H 4.09 2.20 3.39 0.30
S -5.22 3.00 -0.29 -0.15
C -3.85 1.85 -0.35 0.24
C -3.32 1.30 0.81 -0.73
C -2.28 0.40 0.70 -0.46
N -1.75 0.04 -0.47 0.52
C -2.25 0.59 -1.57 -0.31
C -3.30 1.49 -1.57 -0.81
C -4.35 4.48 0.23 0.32
C -3.68 5.26 -0.69 -0.23
C -3.01 6.39 -0.24 -0.35
N -2.99 6.78 1.04 -0.60
C -3.65 6.02 1.91 -0.35
C -4.34 4.86 1.56 -0.12
H -3.72 1.56 1.78 0.37
H -1.84 -0.05 1.58 0.37
H -1.79 0.30 -2.51 0.43
H -3.67 1.91 -2.50 0.44
H -3.66 4.99 -1.74 0.34
H -2.46 7.02 -0.94 0.35
H -3.62 6.34 2.95 0.34
H -4.86 4.28 2.31 0.39
F -2.65 -2.27 0.35 -0.34
C -1.54 -2.83 -0.32 0.62
F -1.32 -4.02 0.38 -0.31
C -2.21 -3.36 -1.63 0.47
F -2.36 -2.36 -2.53 -0.26
F -1.45 -4.29 -2.22 -0.24
F -3.43 -3.89 -1.43 -0.31
```

Values from the calculation:
- E_HOMO (spin up / spin down): -4.56 / -5.87 eV
- Spin multiplicity: 2
- Kohn-Sham gap (spin up / spin down): 6.631 / 7.939 eV
- Expectation value of S²: 0.76
- Charge: -1



(5)
The following is a quantum chemistry calculation of the molecule C3H2O at a distorted geometry, from OMol25.

XYZ file:
```
6
Properties=species:S:1:pos:R:3:mulliken_charge:R:1
C 1.07 0.50 0.19 0.22
C 0.83 1.10 -0.90 -0.42
C -0.57 -0.31 0.00 -0.15
O 0.43 -0.43 1.01 -0.27
H -1.42 0.30 0.36 0.31
H -0.33 -1.16 -0.66 0.31
```

Values from the calculation:
- E_HOMO: -9.93 eV
- Kohn-Sham gap: 9.372 eV
- Energy above the lowest of the compared OMol25 structures with the same formula, charge and spin: 4.5528 eV



(6)
The following is a quantum chemistry calculation of a cluster of 9 separate species, C42H94N5O10 in total at a distorted geometry, from OMol25.

XYZ file:
```
151
Properties=species:S:1:pos:R:3:mulliken_charge:R:1
C -4.48 0.83 4.46 -1.56
C -4.02 1.07 3.06 0.74
C -4.96 2.00 2.21 -0.88
N -4.48 2.13 0.68 0.38
C -3.10 2.81 0.63 -0.71
C -4.53 0.80 -0.01 -0.13
C -4.45 1.03 -1.46 -0.22
C -5.28 2.35 -1.60 -0.69
C -5.53 2.93 -0.24 -0.57
H -4.90 1.76 4.84 0.38
H -3.73 0.50 5.18 0.41
H -5.33 0.16 4.34 0.37
H -4.05 0.06 2.66 -0.01
H -3.06 1.58 3.12 -0.04
H -4.96 2.93 2.78 0.41
H -5.97 1.61 2.09 0.47
H -2.52 2.04 1.14 -0.02
H -3.21 3.76 1.14 0.37
H -2.75 2.81 -0.40 0.28
H -3.73 0.17 0.40 -0.31
H -5.41 0.25 0.32 0.56
H -3.42 1.12 -1.81 -0.34
H -5.06 0.26 -1.93 0.66
H -4.69 3.01 -2.24 0.15
H -6.23 2.31 -2.13 0.41
H -5.40 3.98 0.00 0.46
H -6.52 2.62 0.11 0.43
C 3.28 -0.97 5.60 -1.29
C 3.99 -1.65 4.40 -0.56
C 3.83 -0.78 3.10 -0.45
N 3.87 -1.51 1.76 0.54
C 2.68 -2.52 1.47 0.11
C 5.29 -2.17 1.50 -0.61
C 5.39 -2.10 0.00 -0.71
C 4.56 -0.94 -0.60 -0.44
C 3.81 -0.42 0.64 -0.59
H 2.24 -1.18 5.36 0.24
H 3.17 0.11 5.53 0.32
H 3.52 -1.29 6.62 0.36
H 3.46 -2.60 4.28 0.31
H 4.96 -2.11 4.57 0.50
H 4.68 -0.10 3.15 0.55
H 2.81 -0.41 3.16 0.07
H 2.72 -2.81 0.42 0.02
H 1.65 -2.25 1.73 -0.59
H 2.91 -3.40 2.07 0.45
H 5.17 -3.15 1.96 0.43
H 6.08 -1.56 1.94 0.38
H 4.82 -2.97 -0.34 0.22
H 6.40 -2.27 -0.36 0.53
H 3.78 -1.14 -1.33 -0.12
H 5.24 -0.22 -1.04 0.51
H 2.76 -0.12 0.65 0.48
H 4.48 0.32 1.08 0.40
C 3.06 -1.60 -4.97 -1.27
C 1.80 -2.45 -4.85 -0.22
C 2.04 -3.53 -3.69 -0.61
N 0.67 -3.87 -3.01 0.71
C 0.08 -2.71 -2.19 -0.57
C 1.00 -5.00 -2.00 -0.68
C -0.25 -5.69 -1.99 -0.02
C -0.88 -5.76 -3.36 -0.97
C -0.15 -4.65 -4.05 -0.58
H 3.01 -0.89 -5.80 0.38
H 4.01 -2.06 -5.23 0.35
H 3.10 -1.11 -4.00 0.17
H 1.60 -2.83 -5.85 0.43
H 0.94 -1.79 -4.77 0.30
H 2.51 -3.22 -2.76 0.13
H 2.48 -4.36 -4.25 0.47
H 0.21 -1.79 -2.77 -0.10
H 0.64 -2.61 -1.26 0.09
H -0.96 -2.80 -1.90 0.36
H 1.49 -4.68 -1.08 0.28
H 1.76 -5.66 -2.42 0.56
H -1.06 -5.28 -1.37 -0.40
H 0.05 -6.69 -1.70 0.68
H -1.96 -5.63 -3.35 0.43
H -0.73 -6.64 -3.98 0.24
H -0.82 -3.98 -4.59 0.38
H 0.43 -5.09 -4.85 0.40
C 2.39 5.21 2.61 -0.89
N 1.32 4.70 1.62 -0.07
C 1.99 3.57 0.69 -0.79
C 0.21 3.86 2.50 -0.56
C 0.58 5.80 0.79 -0.05
C 1.54 6.68 0.00 -0.68
O 2.23 5.91 -0.99 -0.45
H 1.80 5.82 3.30 0.44
H 3.11 5.88 2.15 0.35
H 2.92 4.37 3.05 0.35
H 2.41 2.91 1.45 0.70
H 2.84 3.99 0.16 0.39
H 1.30 3.09 -0.01 -0.09
H -0.42 4.67 2.86 0.40
H 0.69 3.38 3.35 0.40
H -0.27 3.10 1.88 0.10
H 0.05 6.43 1.50 0.31
H -0.07 5.07 0.32 0.14
H 2.27 7.01 0.73 0.26
H 1.29 7.65 -0.45 0.54
H 2.79 6.47 -1.54 0.28
C 1.40 3.91 -4.96 -0.74
N 0.05 4.18 -4.23 -0.01
C 0.32 4.78 -2.85 -1.07
C -0.79 5.31 -5.06 -0.82
C -0.90 2.93 -4.12 -0.86
C -0.36 1.85 -3.14 -0.57
O -0.51 2.05 -1.74 0.61
H 2.11 4.71 -4.78 0.32
H 1.23 3.78 -6.03 0.34
H 1.70 3.02 -4.41 0.34
H -0.51 4.77 -2.15 0.21
H 0.70 5.78 -3.04 0.55
H 1.03 4.13 -2.34 0.46
H -0.85 5.19 -6.14 0.36
H -0.16 6.19 -4.95 0.42
H -1.77 5.41 -4.61 0.34
H -1.03 2.60 -5.15 0.38
H -1.79 3.35 -3.65 0.34
H 0.62 1.45 -3.43 0.41
H -0.95 0.94 -3.27 0.48
H -0.43 1.31 -1.13 -0.37
C -3.64 -2.90 -0.33 0.68
C -4.16 -4.26 -0.74 0.24
O -3.98 -5.11 0.12 -0.70
O -4.80 -4.40 -1.81 -0.81
H -3.83 -2.19 -1.13 0.04
H -2.57 -3.00 -0.14 -0.78
H -4.07 -2.59 0.62 0.32
C -0.87 -4.91 2.27 0.73
C 0.26 -5.95 2.17 0.38
O 0.24 -6.90 2.97 -0.74
O 1.16 -5.80 1.29 -0.64
H -1.25 -4.60 1.30 -0.38
H -0.45 -3.98 2.65 -0.71
H -1.80 -5.21 2.75 0.47
C -0.69 -3.23 5.32 -0.54
C -0.41 -2.74 6.74 0.62
O -1.23 -2.00 7.34 -0.59
O 0.68 -3.15 7.23 -0.22
H -0.18 -4.13 4.99 0.43
H -0.57 -2.45 4.56 -0.19
H -1.69 -3.66 5.26 0.51
C -1.08 -0.92 1.82 0.09
C -0.61 -0.24 0.58 0.59
O -1.30 -0.42 -0.48 -0.89
O 0.37 0.55 0.60 -0.71
H -1.81 -1.71 1.68 0.11
H -1.35 -0.20 2.60 0.27
H -0.25 -1.44 2.30 -0.75
```

Values from the calculation:
- E_HOMO (spin up / spin down): -8.81 / -8.81 eV
- Spin multiplicity: 2
- Kohn-Sham gap (spin up / spin down): 3.682 / 3.108 eV
- Expectation value of S²: 0.75
- Charge: +2



(7)
The following is a quantum chemistry calculation of the molecule C3H7Cl2NO2Si at a distorted geometry, from OMol25.

XYZ file:
```
16
Properties=species:S:1:pos:R:3:mulliken_charge:R:1
C -1.55 0.08 0.98 -1.31
C -0.05 0.47 0.95 0.09
N 0.10 1.87 0.54 0.77
O 0.92 2.55 1.13 -0.52
O -0.53 2.22 -0.47 -0.55
Si 1.17 -0.64 -0.20 0.65
C 0.30 -1.19 -1.82 -1.05
Cl 1.79 -2.24 0.94 -0.27
Cl 2.80 0.49 -0.59 -0.24
H -2.04 0.72 0.28 0.42
H -1.69 -1.01 0.89 0.32
H -2.00 0.43 1.95 0.36
H 0.34 0.25 2.04 0.30
H -0.07 -2.22 -1.72 0.30
H -0.43 -0.50 -2.24 0.35
H 0.96 -1.27 -2.67 0.36
```

Values from the calculation:
- E_HOMO: -10.84 eV
- Kohn-Sham gap: 10.881 eV
- Energy above the lowest of the compared OMol25 structures with the same formula, charge and spin: 0.3994 eV



(8)
The following is a quantum chemistry calculation of a cluster of 3 separate species, C22H46FN4O2 in total at a distorted geometry, from OMol25.

XYZ file:
```
75
Properties=species:S:1:pos:R:3:mulliken_charge:R:1
N -0.10 2.95 -3.67 -0.65
C 1.01 2.27 -4.33 0.09
C 0.54 1.77 -5.70 -0.95
N -0.18 0.48 -5.36 0.00
C 0.38 0.00 -4.03 -0.06
F 0.76 -1.29 -4.17 -0.33
C 1.48 0.97 -3.68 -0.67
H 0.23 3.39 -2.82 0.28
H -0.83 2.33 -3.38 0.24
H 1.78 3.02 -4.47 0.52
H -0.12 2.49 -6.15 0.43
H 1.35 1.51 -6.37 0.37
H 0.06 -0.22 -6.06 0.35
H -1.19 0.55 -5.35 0.39
H -0.40 0.06 -3.28 0.43
H 2.43 0.66 -4.13 0.41
H 1.61 1.07 -2.61 0.17
C -1.26 -5.10 1.39 -1.51
C -1.76 -3.77 0.80 1.54
C -2.33 -3.97 -0.61 -1.25
C -1.26 -4.19 -1.68 -0.83
C -0.23 -3.06 -1.64 -0.79
C 0.40 -2.87 -0.26 2.10
N -0.68 -2.73 0.75 0.32
O -1.17 -1.54 0.76 -0.38
C 1.38 -4.01 0.06 -2.08
C 1.23 -1.59 -0.29 -1.89
C -2.87 -3.28 1.71 -1.98
H -2.05 -5.84 1.33 0.42
H -0.39 -5.51 0.89 0.26
H -1.01 -4.97 2.44 0.38
H -2.90 -3.07 -0.88 0.36
H -3.03 -4.80 -0.60 0.46
H -0.77 -5.16 -1.55 0.36
H -1.73 -4.22 -2.67 0.41
H 0.57 -3.24 -2.36 0.49
H -0.72 -2.12 -1.92 -0.07
H 1.61 -4.03 1.13 0.40
H 2.31 -3.86 -0.48 0.50
H 1.01 -4.99 -0.23 0.40
H 0.66 -0.72 -0.61 0.09
H 2.05 -1.73 -0.99 0.61
H 1.66 -1.37 0.69 0.45
H -2.48 -3.03 2.70 0.46
H -3.60 -4.08 1.83 0.44
H -3.38 -2.41 1.32 0.33
C -1.35 1.89 3.50 -1.69
C -0.67 2.12 2.14 1.75
C 0.41 1.08 1.88 -0.44
C 1.67 1.28 2.70 -0.83
C 2.22 2.69 2.50 -1.28
C 1.19 3.79 2.79 1.69
N -0.07 3.49 2.04 0.52
O -0.03 3.90 0.83 -0.62
C 0.94 3.91 4.30 -1.84
C 1.71 5.13 2.32 -1.90
C -1.77 1.98 1.10 -1.63
H -1.69 0.85 3.56 0.35
H -0.70 2.05 4.36 0.29
H -2.22 2.54 3.61 0.41
H 0.67 1.12 0.81 -0.10
H -0.01 0.08 2.05 0.30
H 1.47 1.09 3.76 0.35
H 2.43 0.56 2.40 0.37
H 3.09 2.87 3.14 0.42
H 2.56 2.79 1.47 0.36
H 0.02 4.46 4.51 0.38
H 1.77 4.45 4.76 0.49
H 0.89 2.95 4.82 0.34
H 2.00 5.11 1.27 0.36
H 2.59 5.39 2.91 0.44
H 0.96 5.91 2.45 0.45
H -2.51 2.77 1.20 0.52
H -2.27 1.02 1.25 0.36
H -1.38 2.00 0.09 0.16
```

Values from the calculation:
- E_HOMO (spin up / spin down): -9.88 / -11.07 eV
- Spin multiplicity: 3
- Kohn-Sham gap (spin up / spin down): 6.631 / 7.818 eV
- Expectation value of S²: 2.01
- Charge: +1